9
Properties=species:S:1:pos:R:3 method="wB97M-V/def2-TZVPD" lumo_energy_ha=-0.02452 smiles="O=Cc1nnco1" e_above_lowest_kcal_mol=41.62 molar_mass_da=98.06 gap_ev=10.11 e_tot_ha=-375.44521 e_homo_ev=-10.78
O -2.595 -0.603 -0.056
C -1.788 0.289 -0.029
C -0.344 -0.029 0.039
N 0.056 -1.281 0.052
N 1.446 -1.180 -0.071
C 1.737 0.076 -0.064
O 0.724 0.887 -0.028
H -2.056 1.398 0.037
H 2.820 0.444 0.119